{
  "formula": "C34H65FN2O11",
  "method": "ωB97M-V/def2-TZVPD",
  "total_energy_ha": -2371.39647,
  "spin_multiplicity": 1,
  "e_homo_ha": -0.3317,
  "charge": 0,
  "species": ["C", "C", "O", "C", "C", "O", "C", "C", "O", "C", "C", "C", "C", "O", "C", "N", "C", "C", "C", "C", "C", "C", "C", "C", "C", "C", "O", "N", "C", "F", "C", "C", "O", "C", "C", "O", "H", "H", "H", "H", "H", "H", "H", "H", "H", "H", "H", "H", "H", "H", "H", "H", "H", "H", "H", "H", "H", "H", "H", "H", "H", "H", "H", "H", "H", "H", "H", "H", "H", "H", "H", "H", "H", "H", "H", "H", "H", "C", "C", "O", "H", "H", "H", "H", "H", "H", "C", "C", "O", "H", "H", "H", "H", "H", "H", "C", "C", "O", "H", "H", "H", "H", "H", "H", "C", "C", "O", "H", "H", "H", "H", "H", "H"],
  "positions_angstrom": [[-0.27392, 4.32290, 2.86406], [-1.68028, 4.81653, 3.20630], [-2.00332, 5.91224, 2.34608], [-3.38433, 5.99803, 2.11063], [-3.78306, 5.27613, 0.79668], [-2.67418, 5.06084, -0.04571], [-2.99977, 4.99450, -1.40376], [-3.59496, 3.63701, -1.78545], [-2.62109, 2.61826, -1.66782], [-2.04901, 2.17160, -2.87073], [-2.14440, 0.64473, -3.01563], [-3.68928, 0.34402, -2.81754], [-4.07777, -0.36119, -1.50339], [-3.75960, 0.36340, -0.34926], [-5.64211, -0.53406, -1.51585], [-6.26410, 0.47247, -0.64539], [-1.18441, -0.25619, -2.23759], [0.24336, 0.22234, -1.93281], [0.25015, 1.30606, -0.81663], [1.22455, 1.02626, 0.30160], [1.98046, 2.06716, 0.76585], [2.86573, 1.93726, 1.80065], [2.99530, 0.70851, 2.40246], [2.25881, -0.33255, 1.92752], [1.37412, -0.20434, 0.89881], [-1.31999, -1.56611, -3.06865], [-0.96274, -2.66740, -2.71101], [-1.91091, -1.31271, -4.33251], [-1.88395, 0.14932, -4.45791], [-2.75404, 0.67469, -5.38392], [-0.50293, 0.40371, -5.10041], [-0.15388, 1.85724, -5.39422], [1.05081, 1.87870, -6.21346], [2.16160, 2.03602, -5.41450], [3.00222, 0.82235, -5.07373], [2.50796, 3.13365, -5.01531], [-0.37011, 3.67364, 1.99338], [0.07303, 3.71080, 3.69740], [0.42779, 5.13328, 2.68330], [-1.67333, 5.19083, 4.23253], [-2.36413, 3.97227, 3.09542], [-3.71745, 7.03663, 2.04787], [-3.95851, 5.52571, 2.91301], [-4.60769, 5.79160, 0.29046], [-4.19031, 4.29230, 1.07673], [-3.71406, 5.77613, -1.70219], [-2.10120, 5.14975, -2.00615], [-4.36046, 3.41023, -1.03462], [-4.11195, 3.66226, -2.74962], [-0.99325, 2.46337, -2.84319], [-2.46865, 2.62299, -3.77496], [-4.06137, -0.29686, -3.61601], [-4.27630, 1.25884, -2.89577], [-3.63982, -1.36912, -1.49689], [-2.83381, 0.62222, -0.34716], [-5.86578, -1.49259, -1.04897], [-6.00174, -0.45218, -2.54533], [-6.13799, 1.40295, -1.02898], [-7.26682, 0.32036, -0.62582], [-1.52002, -0.62504, -1.26332], [0.79190, -0.66374, -1.60950], [0.77355, 0.62498, -2.79557], [-0.77103, 1.43299, -0.45008], [0.54597, 2.24984, -1.27310], [1.87165, 3.03673, 0.29216], [3.40232, 2.82186, 2.11411], [3.68037, 0.61446, 3.23318], [2.37406, -1.29753, 2.40977], [0.78789, -1.03933, 0.53861], [-2.79688, -1.76291, -4.51994], [0.30242, -0.07937, -4.55655], [-0.53190, -0.10515, -6.06525], [0.08393, 2.44244, -4.50444], [-0.94909, 2.38960, -5.90912], [3.77759, 0.73659, -5.83849], [3.50567, 0.94872, -4.11973], [2.44606, -0.11423, -5.04964], [2.43941, -5.07935, -1.20518], [1.94001, -5.53485, -2.56472], [0.52733, -5.70048, -2.56585], [2.16443, -5.79738, -0.43186], [3.52482, -4.96049, -1.20620], [1.98358, -4.12462, -0.93149], [2.37658, -6.49521, -2.83705], [2.21336, -4.80087, -3.33171], [0.14022, -4.84945, -2.33486], [3.39453, -5.86527, 2.71357], [3.40232, -4.53035, 3.43564], [2.37096, -3.66517, 2.95369], [3.52593, -5.71692, 1.64110], [4.18783, -6.51265, 3.07725], [2.43645, -6.37437, 2.85338], [4.34919, -4.01586, 3.27779], [3.26391, -4.67558, 4.51252], [1.52919, -4.10601, 3.10052], [1.23659, 5.31697, 7.60328], [0.50065, 5.08250, 6.29696], [-0.88806, 4.85641, 6.53088], [1.11533, 4.45966, 8.26613], [2.30152, 5.48018, 7.43027], [0.83117, 6.18795, 8.12397], [0.89494, 4.20295, 5.79203], [0.61307, 5.94211, 5.62730], [-1.24135, 5.63699, 6.96794], [5.65503, -10.92149, 2.72563], [5.64286, -9.58146, 3.43752], [4.59958, -8.74325, 2.94303], [5.78524, -10.78016, 1.65230], [6.46115, -11.55601, 3.09717], [4.70642, -11.44404, 2.87038], [6.58161, -9.05412, 3.27488], [5.50767, -9.72054, 4.51527], [3.76496, -9.19749, 3.09358]]
}

---

{
  "formula": "C11H6BCl3F4NO3Ru",
  "method": "ωB97M-V/def2-TZVPD",
  "total_energy_ha": -2602.94918,
  "spin_multiplicity": 5,
  "e_homo_ha": [-0.4572, -0.5098],
  "s2": 6.0437,
  "charge": 1,
  "species": ["Ru", "Cl", "C", "C", "C", "Cl", "C", "C", "C", "C", "N", "C", "C", "O", "H", "H", "H", "H", "F", "B", "F", "F", "F", "Cl", "C", "C", "O", "O", "H", "H"],
  "positions_angstrom": [[-0.16291, 1.49399, 0.19516], [-4.31596, -1.33305, -1.30859], [-2.69681, -1.83562, -0.95743], [-2.41127, -3.17763, -1.00497], [-1.12973, -3.60500, -0.66312], [-0.74791, -5.24530, -0.64241], [-0.01955, -2.67682, -0.49361], [1.27283, -3.08709, -0.26006], [2.24680, -2.12575, -0.01711], [1.86997, -0.81428, -0.16556], [0.60216, -0.44602, -0.35506], [-0.34457, -1.29481, -0.65256], [-1.69802, -0.78986, -0.69710], [-1.95732, 0.42806, -0.68379], [-3.28081, -3.83842, -1.08755], [1.54638, -4.14225, -0.40111], [3.30413, -2.37818, 0.13632], [2.56356, 0.04647, 0.04268], [1.08369, -0.76527, 2.95271], [0.63658, 0.54320, 2.78019], [1.50868, 1.25337, 1.78851], [-0.67036, 0.49840, 1.92690], [0.45245, 1.26531, 3.89833], [0.71792, 6.04780, 0.70387], [0.45697, 5.21829, -0.82001], [0.13718, 3.76262, -0.59016], [0.90191, 2.74607, -0.92429], [-0.83426, 3.38764, 0.10523], [1.32967, 5.20324, -1.42052], [-0.36141, 5.66089, -1.38490]]
}

---

{
  "formula": "C10H15N5",
  "method": "ωB97M-V/def2-TZVPD",
  "total_energy_ha": -663.76214,
  "spin_multiplicity": 1,
  "e_homo_ha": -0.3044,
  "charge": 0,
  "species": ["C", "C", "C", "C", "C", "C", "C", "C", "C", "C", "N", "N", "N", "N", "N", "H", "H", "H", "H", "H", "H", "H", "H", "H", "H", "H", "H", "H", "H", "H"],
  "positions_angstrom": [[1.03334, 1.99073, 1.57616], [-2.72459, 0.18679, 2.19821], [-3.09945, 0.35189, 0.85650], [-1.48285, 0.76619, 2.28633], [1.31062, -2.21752, -1.51567], [1.37165, -0.88384, -2.25359], [1.55766, -1.99870, -0.02697], [0.41216, 0.12016, -1.60202], [0.59603, -0.92909, 0.50798], [0.03505, 1.76646, 0.57670], [1.86000, 2.14197, 2.35211], [-2.16708, 0.98580, 0.17842], [-1.18877, 1.24464, 1.05379], [0.83941, 0.26080, -0.24488], [-0.14933, 2.78592, -0.34978], [-3.28003, -0.29784, 2.97531], [-3.99571, 0.02715, 0.36278], [-0.81381, 0.89275, 3.11430], [0.32494, -2.66718, -1.66015], [2.05736, -2.90343, -1.92126], [2.38304, -0.47974, -2.18410], [1.11335, -1.00932, -3.30704], [1.41765, -2.92655, 0.52920], [2.57775, -1.64623, 0.13245], [0.49701, 1.08078, -2.11849], [-0.63039, -0.23937, -1.68656], [-0.44210, -1.29716, 0.40678], [0.80641, -0.74230, 1.56627], [-0.91392, 2.56487, -0.97671], [0.69461, 3.07134, -0.82609]]
}

---

{
  "formula": "C23H23Cl2IrN6O3P",
  "method": "ωB97M-V/def2-TZVPD",
  "total_energy_ha": -2810.43190,
  "spin_multiplicity": 1,
  "e_homo_ha": [-0.3776, -0.3776],
  "charge": 1,
  "species": ["Ir", "N", "C", "N", "C", "N", "N", "C", "C", "C", "C", "C", "C", "N", "C", "C", "C", "C", "C", "C", "H", "H", "H", "H", "H", "H", "H", "H", "H", "H", "H", "C", "O", "P", "O", "C", "O", "C", "H", "H", "H", "H", "H", "H", "H", "H", "H", "Cl", "C", "C", "C", "C", "C", "Cl", "C", "N", "H", "H", "H"],
  "positions_angstrom": [[-1.17076, -0.13405, 0.00866], [-1.46827, -2.93513, 3.25306], [-1.78617, -2.00687, 2.34021], [-1.02669, -1.66452, 1.34864], [0.15886, -2.46596, 1.09194], [1.15610, -1.92958, 0.18065], [0.68706, -0.73596, -0.40343], [1.36167, -0.11576, -1.29542], [0.71087, 1.09069, -1.78875], [1.35989, 1.98322, -2.62252], [0.72292, 3.15333, -3.00182], [-0.55665, 3.38284, -2.52235], [-1.15702, 2.44266, -1.70036], [-0.55515, 1.31048, -1.32838], [0.68262, -3.21852, 2.26187], [1.98905, -3.69821, 2.32060], [2.39990, -4.46045, 3.39790], [1.50781, -4.74865, 4.42613], [0.21634, -4.26057, 4.39096], [-0.18792, -3.48983, 3.30801], [-2.10916, -3.10369, 4.01058], [-2.73115, -1.49708, 2.46188], [2.33192, -0.44946, -1.64292], [2.36235, 1.75514, -2.95928], [1.21145, 3.86580, -3.65116], [-1.10217, 4.27906, -2.78065], [-2.16385, 2.58380, -1.33359], [2.67463, -3.46524, 1.51722], [3.41395, -4.83255, 3.43924], [1.82709, -5.34985, 5.26647], [-0.47561, -4.46625, 5.19839], [-2.94178, 2.66507, 1.71889], [-3.65194, 1.42830, 1.58401], [-3.28278, 0.43985, 0.37499], [-4.08684, 1.19555, -0.80674], [-4.18267, 0.52912, -2.07491], [-4.21232, -0.80576, 0.76024], [-5.61287, -0.63396, 1.04545], [-3.04148, 2.97983, 2.75376], [-3.38178, 3.41885, 1.06564], [-1.88454, 2.52777, 1.47976], [-4.79069, 1.16075, -2.71607], [-4.65745, -0.44580, -1.96288], [-3.19289, 0.39049, -2.51523], [-5.74870, -0.42706, 2.10557], [-6.10555, -1.56604, 0.78240], [-6.03247, 0.18611, 0.46492], [-1.51753, -5.13848, 0.63767], [0.04538, -5.38863, -0.07156], [0.49235, -6.68127, -0.26044], [1.71056, -6.89315, -0.88454], [2.44713, -5.81663, -1.34089], [1.98767, -4.52222, -1.14890], [2.93017, -3.23855, -1.83555], [0.79561, -4.27844, -0.47109], [0.22517, -2.99600, -0.25743], [-0.12055, -7.50733, 0.07078], [2.07266, -7.89974, -1.03905], [3.38122, -5.96357, -1.86448]]
}

---

{
  "formula": "C24H38N2O5Re",
  "method": "ωB97M-V/def2-TZVPD",
  "total_energy_ha": -1500.75221,
  "spin_multiplicity": 4,
  "e_homo_ha": [-0.5602, -0.5555],
  "s2": 3.8082,
  "charge": 2,
  "species": ["Re", "C", "C", "C", "C", "C", "C", "C", "C", "C", "C", "C", "C", "C", "C", "C", "C", "C", "H", "H", "H", "H", "H", "H", "H", "H", "H", "H", "H", "H", "H", "H", "H", "H", "H", "H", "H", "H", "H", "H", "H", "H", "H", "H", "H", "H", "H", "O", "C", "O", "C", "O", "C", "C", "O", "O", "H", "H", "H", "H", "H", "N", "C", "C", "N", "C", "H", "H", "H", "H"],
  "positions_angstrom": [[-0.81330, 0.05937, 0.31740], [0.87983, 0.51522, 3.30069], [-0.23754, 1.29859, 3.00862], [-1.31752, 0.43476, 2.40062], [-0.62051, -0.85083, 2.19335], [0.73944, -0.73602, 2.73314], [1.76966, -1.81124, 2.65599], [1.51654, -2.69145, 3.90514], [1.58909, -2.65633, 1.39307], [3.18580, -1.23346, 2.70583], [-2.78215, 0.42740, 2.97156], [-2.74048, 0.87581, 4.43994], [-3.78302, 1.30153, 2.21393], [-3.34156, -1.00234, 2.99078], [-0.16479, 2.79380, 3.24334], [-0.01353, 3.03900, 4.76156], [-1.34182, 3.59346, 2.69458], [1.12311, 3.33352, 2.57908], [1.79802, 0.89371, 3.71869], [-1.11753, -1.81055, 2.27361], [0.51863, -3.13249, 3.89570], [1.63962, -2.12106, 4.82528], [2.24457, -3.50331, 3.90532], [0.61799, -3.15459, 1.36637], [2.35202, -3.43437, 1.36938], [1.71128, -2.05303, 0.49067], [3.38035, -0.71963, 3.64726], [3.36128, -0.53944, 1.88262], [3.90730, -2.04667, 2.62886], [-2.59176, 1.94826, 4.53075], [-1.95582, 0.36247, 4.99964], [-3.68998, 0.64321, 4.92340], [-3.53244, 2.35623, 2.22562], [-4.76420, 1.19874, 2.68000], [-3.89229, 0.99146, 1.17671], [-2.78438, -1.64844, 3.67004], [-3.36039, -1.47004, 2.00709], [-4.37133, -0.97091, 3.34584], [-0.89232, 2.73710, 5.32469], [0.13849, 4.10769, 4.91723], [0.85280, 2.51830, 5.16805], [-2.23476, 3.49059, 3.30493], [-1.59026, 3.31112, 1.66760], [-1.07979, 4.65111, 2.68897], [2.02752, 2.89626, 2.99687], [1.16660, 4.40910, 2.74582], [1.13175, 3.15758, 1.50618], [0.36092, -1.22752, -3.64574], [-0.03435, -0.59071, -2.58490], [-0.05156, -1.07560, -1.45831], [-0.52278, 0.81135, -2.83410], [-0.62244, 1.50303, -1.59069], [0.50826, 2.38154, -1.30972], [1.55216, 1.61855, -0.50901], [2.72931, 1.74285, -0.63610], [0.99218, 0.81212, 0.42185], [0.65435, -2.12904, -3.42584], [0.13493, 1.32404, -3.53549], [-1.51519, 0.74959, -3.28763], [0.91627, 2.76651, -2.24055], [0.11091, 3.20819, -0.72009], [-4.22657, -1.97509, -1.22915], [-4.53126, -0.70309, -1.65198], [-3.55673, 0.09639, -1.15631], [-2.66301, -0.68409, -0.42959], [-3.10538, -1.93152, -0.50663], [-4.76461, -2.80834, -1.41642], [-5.40379, -0.48450, -2.24167], [-3.44345, 1.16426, -1.23545], [-2.64227, -2.79542, -0.05920]]
}